Here is a single C21H15F3N2O4 molecule from the OMol25 dataset. Energies are from ωB97M-V/def2-TZVPD.

Structure (XYZ):
```
45
Properties=species:S:1:pos:R:3:forces:R:3:lowdin_charge:R:1
O 0.64984 -1.78681 -1.38967 -0.677 0.032 0.695 0.111
F 5.10052 3.30447 -2.60776 -0.767 -1.412 0.825 0.134
F 4.42510 2.29254 -0.71687 0.636 -0.138 -1.935 0.111
F 5.15833 1.07245 -2.48369 -0.148 1.549 1.003 0.109
N -1.81327 -2.21213 1.21703 -0.521 -0.128 0.440 0.229
O 2.15576 1.07177 -2.32514 -0.224 0.818 0.243 0.102
O -3.70947 -3.53109 1.75732 1.232 0.674 -0.113 -0.086
O 1.56700 -2.18905 2.28294 0.237 -0.699 0.205 0.004
C 0.14210 -0.94436 -0.67323 1.428 0.408 -2.484 -0.333
C 2.46173 2.95328 -3.54293 -0.019 -0.981 0.683 0.012
C 1.09954 2.51283 -3.73106 0.711 -0.993 1.272 0.004
C 3.04749 2.06611 -2.65842 -0.607 1.764 -1.390 -0.147
C 0.95141 1.39376 -2.92106 0.410 1.611 -1.206 -0.209
C -2.36069 -3.22737 1.90094 -0.433 0.622 -0.715 -0.310
C -0.52988 -1.92905 1.45136 -1.526 -1.173 0.404 -0.168
C -1.61355 -4.01754 2.75913 1.095 -0.149 0.289 0.019
C -1.27126 3.09495 1.07318 0.420 0.418 0.813 -0.085
C -0.93171 2.52127 2.31822 -0.019 -0.783 -0.869 -0.072
C -0.24940 -3.74747 2.94149 -0.442 -0.334 0.190 0.045
C -1.10005 2.42452 -0.12878 -0.508 0.605 -0.854 -0.024
C -0.45353 1.19080 2.31897 0.167 0.161 -1.267 0.011
C 0.27347 -2.65834 2.27563 0.835 0.176 -0.088 -0.204
C -0.66336 1.12066 -0.13945 0.694 0.024 0.319 -0.158
C -0.29132 0.54032 1.06519 -0.257 0.150 2.057 -0.082
N -0.37975 0.24508 -1.20584 -0.472 -0.490 -0.161 0.057
C -4.43229 -2.67519 0.86071 0.191 0.562 0.371 -0.084
C 4.46515 2.20922 -2.10095 -0.990 -1.395 0.000 -0.452
C -0.30619 0.59840 -2.65520 0.702 -0.129 1.149 -0.019
C 1.70044 -1.14727 1.29741 -0.923 0.663 0.881 -0.024
C 0.24803 -0.85245 0.83710 -0.078 1.216 -1.431 -0.209
H 2.92862 3.82281 -3.98910 -0.025 -0.210 0.165 0.118
H 0.34343 2.98883 -4.34354 0.083 -0.161 0.211 0.113
H -2.04219 -4.86902 3.25544 -0.267 -0.081 0.073 0.114
H -1.59406 4.14282 1.01045 0.072 -0.524 0.220 0.107
H -1.02268 3.08674 3.24155 -0.049 -0.121 -0.193 0.098
H 0.36493 -4.38351 3.57459 -0.134 0.154 -0.098 0.126
H -1.30408 2.96298 -1.05826 -0.012 -0.243 0.244 0.114
H -0.14422 0.66780 3.23742 -0.229 0.360 -0.459 0.126
H -4.05131 -2.79623 -0.15518 -0.154 0.042 0.023 0.084
H -4.33567 -1.60455 1.15277 0.042 -0.719 -0.169 0.092
H -5.48096 -2.96227 0.94237 0.187 -0.134 -0.080 0.085
H -0.27416 -0.29086 -3.29275 -0.226 -0.207 0.616 0.135
H -1.19228 1.19426 -2.94138 0.533 -0.200 0.187 0.138
H 2.37138 -1.38638 0.48201 -0.048 -0.585 -0.115 0.135
H 2.09308 -0.26774 1.80703 0.078 -0.018 0.050 0.135
```
Positions in Å, forces in eV/Å.

As for the charge: 0. The energy above the lowest of the compared OMol25 structures with the same formula, charge and spin is 1.0 kcal/mol. Its SMILES is COc1ccc2c(n1)[C@@]1(CO2)C(=O)N(Cc2ccc(C(F)(F)F)o2)c2ccccc21. The HOMO energy comes out at -8.313 eV. As for the HOMO-LUMO gap: 8.9 eV. The LUMO energy comes out at 0.58 eV. Its multiplicity is 1.